Model 1:
{
  "formula": "C4H8NO3",
  "method": "ωB97M-V/def2-TZVPD",
  "elements": ["O", "O", "O", "N", "C", "C", "C", "C", "H", "H", "H", "H", "H", "H", "H", "H"],
  "positions_angstrom": [[-2.9158, -0.6450, -0.8556], [1.8054, -1.1410, 1.5894], [-0.8915, -1.0919, -1.7759], [1.1184, 1.1494, -0.7975], [-1.6901, -0.5039, -1.0322], [0.3971, 0.5794, 0.3670], [0.7013, -0.8707, 0.6862], [-1.1254, 0.6817, -0.0470], [0.6529, 1.1624, 1.2690], [0.4409, 1.0871, -1.5421], [-0.1872, -1.4284, 0.9674], [1.9103, 0.6438, -1.1839], [1.7940, -0.5843, 2.3737], [-1.8590, 0.7910, 0.7432], [-1.2444, 1.6154, -0.6030], [1.0931, -1.4451, -0.1586]],
  "mulliken_charge": [-0.740, -0.551, -0.674, -0.821, 0.609, 0.785, -0.674, -1.381, 0.276, 0.321, 0.261, 0.233, 0.292, 0.323, 0.487, 0.256],
  "charge": -1,
  "e_homo_ev": -4.15,
  "spin_multiplicity": 1,
  "smiles": "N[C@H](CO)CC(=O)[O-]"
}

---

Model 2:
{
  "formula": "C4H8NO3",
  "method": "ωB97M-V/def2-TZVPD",
  "elements": ["O", "O", "O", "N", "C", "C", "C", "C", "H", "H", "H", "H", "H", "H", "H", "H"],
  "positions_angstrom": [[-2.1161, 0.6857, 2.1068], [2.4942, -2.1898, -0.8235], [1.3325, -0.8051, 0.5345], [-0.7670, 0.3844, 0.2025], [1.4862, -0.5632, -2.0123], [1.7385, -1.2003, -0.5636], [-2.3483, 2.2286, 0.0682], [-1.6891, 1.0415, 1.0225], [0.7063, -1.1340, -2.5726], [-3.0427, 1.7419, -0.6686], [-0.1103, -0.2951, 0.7030], [1.3264, 0.5216, -1.9767], [-2.9385, 2.7334, 0.7990], [-1.6320, 2.9399, -0.4339], [-0.2072, 0.9204, -0.4730], [2.4582, -0.6841, -2.4261]],
  "mulliken_charge": [-0.624, -0.712, -0.746, -0.283, -0.988, 0.600, -0.919, 0.477, 0.160, 0.216, 0.345, 0.351, 0.317, 0.288, 0.167, 0.351],
  "charge": -1,
  "e_homo_ev": -4.30,
  "spin_multiplicity": 1
}

---

Short version: model 2 is the most stable of them.

---

Model 1:
{
  "formula": "C4H8NO3",
  "method": "ωB97M-V/def2-TZVPD",
  "elements": ["O", "O", "O", "N", "C", "C", "C", "C", "H", "H", "H", "H", "H", "H", "H", "H"],
  "positions_angstrom": [[-2.6968, -0.1487, -0.0406], [-2.5026, -2.0514, -1.2769], [1.8913, 1.7024, -0.5468], [-0.6554, -0.9889, -0.5521], [0.1422, 0.0965, 1.5026], [-2.0828, -1.0574, -0.6348], [0.0121, 0.2008, -0.0399], [1.3608, 0.3701, -0.7244], [2.1388, -0.3280, -0.4133], [-0.0127, 1.1041, 1.9268], [1.3831, 2.1999, 0.1194], [-0.6101, 1.0483, -0.3287], [-0.1064, -1.7557, -0.9016], [1.1555, -0.1304, 1.8522], [-0.6090, -0.5913, 1.8637], [1.1923, 0.3295, -1.8055]],
  "mulliken_charge": [-0.726, -0.795, -0.532, -0.297, -1.268, 0.473, 0.187, -0.488, 0.292, 0.272, 0.310, 0.368, 0.193, 0.270, 0.428, 0.313],
  "charge": -1,
  "e_homo_ev": -4.01,
  "spin_multiplicity": 1,
  "smiles": "C[C@@H](CO)NC(=O)[O-]"
}

---

Model 2:
{
  "formula": "C4H8NO3",
  "method": "ωB97M-V/def2-TZVPD",
  "elements": ["O", "O", "O", "N", "C", "C", "C", "C", "H", "H", "H", "H", "H", "H", "H", "H"],
  "positions_angstrom": [[-2.0259, -0.4001, -1.1298], [-2.3519, 1.1737, -2.6579], [2.4623, -1.1020, 0.7420], [0.3380, -1.5719, 0.1658], [-0.3613, 1.3582, -1.3409], [0.7251, -0.3104, 2.2082], [1.2665, -0.9041, 0.9014], [-1.6454, 0.6537, -1.7806], [1.5513, 0.1812, 2.7171], [-0.5954, -1.1639, 0.0122], [-0.6324, 2.3538, -0.9938], [-0.0705, 0.4386, 2.0071], [0.1008, -1.0171, 2.7538], [0.2142, 1.4626, -2.2780], [0.3044, 0.8456, -0.6625], [0.7201, -1.9980, -0.6642]],
  "mulliken_charge": [-0.796, -0.728, -0.668, -0.364, -0.622, -0.980, 0.613, 0.581, 0.296, 0.289, 0.188, 0.294, 0.320, 0.239, 0.135, 0.203],
  "charge": -1,
  "e_homo_ev": -4.29,
  "spin_multiplicity": 1
}

---

Short version: model 2 is the most stable of them.

---

Model 1:
{
  "formula": "C5H15N2O",
  "method": "ωB97M-V/def2-TZVPD",
  "elements": ["O", "N", "N", "C", "C", "C", "C", "C", "H", "H", "H", "H", "H", "H", "H", "H", "H", "H", "H", "H", "H", "H", "H"],
  "positions_angstrom": [[1.5104, -1.4801, -1.6690], [-1.8860, -1.7581, 1.1110], [0.5300, 0.8352, -1.1494], [-2.1881, -0.1532, -0.6563], [1.7052, 1.5778, 0.9379], [0.3653, 1.2197, 0.3519], [-1.4905, -0.6503, 0.3643], [-0.3330, 0.0517, 1.0534], [1.9069, 2.6296, 0.8269], [-2.6017, -2.3194, 0.6620], [-0.1991, 1.2415, -1.7249], [2.1332, -1.6919, -0.9469], [-3.0012, -0.7435, -1.0727], [-0.8011, 0.4894, 1.9520], [-1.1341, -2.3777, 1.3847], [0.3993, -0.6345, 1.4704], [1.3744, 1.3165, -1.4704], [1.2006, -2.3415, -1.9599], [1.8142, 1.2106, 1.9668], [0.7060, -0.2335, -1.2229], [-0.4203, 1.9876, 0.4556], [2.5071, 1.0160, 0.4576], [-2.0976, 0.8084, -1.1221]],
  "mulliken_charge": [-0.655, -0.510, -0.300, -1.207, -1.492, 0.328, 0.723, -1.135, 0.376, 0.278, 0.315, 0.340, 0.244, 0.465, 0.240, 0.524, 0.392, 0.325, 0.387, 0.359, 0.333, 0.435, 0.234],
  "charge": 1,
  "e_homo_ev": -12.15,
  "spin_multiplicity": 1
}

---

Model 2:
{
  "formula": "C5H15N2O",
  "method": "ωB97M-V/def2-TZVPD",
  "elements": ["O", "N", "N", "C", "C", "C", "C", "C", "H", "H", "H", "H", "H", "H", "H", "H", "H", "H", "H", "H", "H", "H", "H"],
  "positions_angstrom": [[0.5785, 1.6523, -2.3691], [2.0190, -0.4982, 1.1426], [-1.4487, -0.5536, 2.7278], [-0.0958, -0.4225, 2.5025], [-1.2880, 1.1473, -0.8479], [-0.0170, 0.6161, -1.5214], [0.5793, -0.8112, 1.3701], [-0.2573, -0.6776, -2.3182], [-1.6438, 0.5275, 0.0032], [-2.1008, 1.1790, -1.5991], [0.0457, -1.2061, 0.4837], [2.1131, 0.2819, 0.4969], [-1.9122, -0.0271, 3.4646], [-2.0440, -0.6897, 1.9211], [2.5872, -1.2358, 0.6701], [2.4559, -0.2537, 2.0401], [0.6642, -1.0654, -2.8069], [0.5101, 0.1215, 3.2915], [1.3438, 1.1756, -2.6909], [-1.0396, -0.4124, -3.0433], [-0.6812, -1.4978, -1.6757], [-1.1339, 2.1773, -0.4799], [0.7657, 0.4725, -0.7618]],
  "mulliken_charge": [-0.560, -0.298, -0.429, -0.183, -0.861, 1.475, -0.316, -1.111, -0.001, 0.366, 0.452, 0.289, 0.261, 0.235, 0.373, 0.373, 0.359, 0.221, 0.354, 0.345, 0.308, 0.335, -0.990],
  "charge": 1,
  "e_homo_ev": -13.19,
  "spin_multiplicity": 1
}

---

Short version: model 1 is the most stable of them.

---

Model 1:
{
  "formula": "C5H15N2O",
  "method": "ωB97M-V/def2-TZVPD",
  "elements": ["O", "N", "N", "C", "C", "C", "C", "C", "H", "H", "H", "H", "H", "H", "H", "H", "H", "H", "H", "H", "H", "H", "H"],
  "positions_angstrom": [[-0.7741, 0.3565, -0.1699], [-3.2011, -0.6365, -0.5122], [1.7628, 1.6070, 0.2448], [0.0984, 0.3679, -1.1653], [1.7461, -0.8576, 0.3162], [1.5850, 0.4013, -0.5438], [3.0658, -0.8670, 1.0941], [-3.9428, 0.0232, 0.5393], [0.0444, -0.5339, -1.7771], [3.2883, 0.1026, 1.5535], [-2.2283, -0.2909, -0.5353], [-0.0034, 1.1991, -1.9068], [0.8143, 1.8247, 0.5525], [-4.8797, 0.5486, 0.1851], [3.0198, -1.5581, 1.9346], [2.3225, 0.3764, -1.3295], [3.9270, -1.0344, 0.4599], [-3.6269, -0.6581, -1.4308], [1.8356, -1.7803, -0.2956], [-4.2968, -0.7626, 1.2261], [-3.3417, 0.7375, 1.0609], [0.8453, -0.9329, 0.9155], [1.9396, 2.3674, -0.4165]],
  "mulliken_charge": [-0.548, -0.293, -0.507, -0.366, -0.557, 0.052, -1.272, -0.678, 0.396, 0.355, 0.379, 0.366, 0.325, 0.306, 0.359, 0.458, 0.356, 0.307, 0.309, 0.285, 0.273, 0.368, 0.326],
  "charge": 1,
  "e_homo_ev": -13.33,
  "spin_multiplicity": 1
}

---

Model 2:
{
  "formula": "C5H15N2O",
  "method": "ωB97M-V/def2-TZVPD",
  "elements": ["O", "N", "N", "C", "C", "C", "C", "C", "H", "H", "H", "H", "H", "H", "H", "H", "H", "H", "H", "H", "H", "H", "H"],
  "positions_angstrom": [[-2.4598, -0.6787, -2.4980], [0.8126, 2.3116, 0.2834], [-2.0557, 1.3576, -0.0179], [1.3952, 0.1780, 1.1768], [1.8415, -0.8700, 0.2289], [0.3775, 1.0753, 0.5424], [-0.9256, 0.6105, 0.4220], [1.1536, -2.2454, 0.3882], [-1.9265, 2.1369, -0.5719], [1.2324, -2.6137, 1.4075], [2.3090, 0.7062, 1.5179], [1.9783, -0.4782, -0.8316], [-3.4009, -1.1041, -2.6441], [-1.3202, -0.2728, 1.0458], [1.6664, -2.9856, -0.1035], [3.0027, -1.0604, 0.2874], [0.0596, -2.3288, -0.0343], [-2.5697, 1.6082, 0.8582], [1.0473, -0.2204, 2.1900], [0.6401, 2.8635, -0.6014], [-2.5831, 0.6918, -0.5672], [1.6978, 2.5674, 0.5672], [-1.9726, -1.2486, -3.0457]],
  "mulliken_charge": [-0.637, -0.520, -0.115, -0.692, -0.468, 0.774, -0.867, -1.160, 0.313, 0.314, 0.363, 0.308, 0.340, 0.299, 0.458, 0.327, 0.177, 0.390, 0.334, 0.225, 0.309, 0.226, 0.301],
  "charge": 1,
  "e_homo_ev": -12.51,
  "spin_multiplicity": 1
}

---

Short version: model 2 is the most stable of them.

---

Model 1:
{
  "formula": "C5H15N2O",
  "method": "ωB97M-V/def2-TZVPD",
  "elements": ["O", "N", "N", "C", "C", "C", "C", "C", "H", "H", "H", "H", "H", "H", "H", "H", "H", "H", "H", "H", "H", "H", "H"],
  "positions_angstrom": [[-0.2620, -2.3243, -1.9281], [-1.0467, 0.0647, 2.5897], [0.0531, -1.7664, 0.4832], [0.9938, 0.2333, -0.7551], [0.9277, 1.7485, -0.9294], [-0.1288, -0.1931, 0.2626], [-0.1383, 0.6945, 1.4554], [-0.0970, 2.6289, -1.0629], [0.0114, 3.7384, -1.2404], [1.8821, 2.2386, -0.8320], [-0.6795, 1.6986, 1.1723], [0.8976, 0.4529, 1.9342], [1.0874, -0.2421, -1.8028], [-0.5274, 0.3378, 3.4377], [1.9726, -0.0025, -0.3178], [0.3962, -1.9236, 1.4377], [-1.1014, -0.0107, -0.2974], [0.1634, -2.0281, -2.7074], [-1.9024, 0.5961, 2.5703], [-1.0330, -2.8962, -2.1556], [-1.0414, 2.2801, -0.9486], [0.4955, -2.2484, -0.3269], [-0.9143, -2.1565, 0.1670]],
  "mulliken_charge": [-0.590, -0.593, -0.240, -0.425, -0.180, -0.039, -0.620, -0.883, 0.220, 0.307, 0.278, 0.353, 0.097, 0.279, 0.415, 0.355, 0.246, 0.274, 0.262, 0.298, 0.373, 0.417, 0.396],
  "charge": 1,
  "e_homo_ev": -12.91,
  "spin_multiplicity": 1
}

---

Model 2:
{
  "formula": "C5H15N2O",
  "method": "ωB97M-V/def2-TZVPD",
  "elements": ["O", "N", "N", "C", "C", "C", "C", "C", "H", "H", "H", "H", "H", "H", "H", "H", "H", "H", "H", "H", "H", "H", "H"],
  "positions_angstrom": [[-1.7708, 2.7042, 1.3709], [1.4354, -0.1278, 0.9909], [-0.6971, 0.8919, -0.7182], [-1.0594, -0.6976, -2.5065], [-0.8595, -0.6823, -1.0308], [0.7593, -1.3923, 0.8745], [2.5632, -0.1159, 1.6111], [0.3863, -1.3474, -0.6381], [3.0927, 0.8540, 1.5289], [-0.0987, -1.6579, 1.4997], [-0.8190, 1.4286, -1.6012], [0.4972, -2.3067, -1.0568], [-1.4459, 1.1232, -0.0561], [0.1860, 1.0828, -0.1715], [-1.3629, 2.8562, 2.2988], [-1.9406, -0.2703, -3.0892], [-1.6184, -1.1002, -0.4291], [-0.1499, -0.1950, -3.0362], [1.5406, -2.2947, 0.9886], [2.9802, -0.9531, 2.2987], [-1.2029, -1.8361, -2.7555], [-2.6003, 2.2652, 1.8599], [1.2012, -0.5659, -1.0163]],
  "mulliken_charge": [-0.707, -0.325, -0.288, -1.421, 0.431, -0.527, -0.382, -1.001, 0.265, 0.321, 0.377, 0.499, 0.284, 0.369, 0.350, 0.390, 0.365, 0.403, 0.376, 0.248, 0.311, 0.353, 0.307],
  "charge": 1,
  "e_homo_ev": -13.98,
  "spin_multiplicity": 1
}

---

Short version: model 2 is the most stable of them.